No. 1
The following is a DFT calculation (ωB97M-V/def2-TZVPD) of a molecular structure, C24H23ClN2OPPb.

## Properties
HOMO-LUMO gap = 4.305 eV
HOMO energy = -0.6382 Ha
LUMO = -13.1 eV
charge = +3

Structure (XYZ):
```
53
C24H23ClN2OPPb | the Open Molecules 2025 dataset | ωB97M-V/def2-TZVPD
Pb 0.919 -0.437 1.184
Cl -0.230 -0.452 3.404
C 2.099 -1.029 -1.789
O 2.658 -1.268 -2.758
P -0.928 0.519 -0.597
C -0.966 2.310 -0.248
C -1.008 0.350 -2.393
C -2.429 -0.243 0.105
C -2.026 -0.400 -3.005
C -2.055 -0.497 -4.394
C -1.068 0.109 -5.170
C -0.024 0.803 -4.551
C 0.029 0.905 -3.168
H -2.772 -0.902 -2.387
H -2.866 -1.043 -4.865
H -1.114 0.053 -6.254
H 0.746 1.276 -5.151
H 0.862 1.406 -2.666
C -0.317 2.852 0.886
C -0.379 4.223 1.121
C -1.066 5.069 0.244
C -1.678 4.539 -0.891
C -1.621 3.167 -1.147
H 0.219 2.194 1.588
H 0.100 4.635 2.006
H -1.126 6.133 0.454
H -2.216 5.181 -1.584
H -2.078 2.757 -2.048
C -3.556 0.537 0.398
C -4.718 -0.074 0.876
C -4.749 -1.453 1.100
C -3.604 -2.225 0.866
C -2.440 -1.629 0.388
H -3.509 1.618 0.255
H -5.603 0.534 1.060
H -5.662 -1.932 1.451
H -3.624 -3.297 1.048
H -1.532 -2.227 0.242
H 0.694 2.367 4.451
H 0.196 1.839 4.662
N 6.120 -3.838 2.784
C 5.038 -3.147 2.322
C 3.746 -3.445 2.783
C 2.675 -2.728 2.320
N 2.854 -1.718 1.419
C 4.095 -1.411 0.945
C 5.199 -2.108 1.382
H 6.014 -4.584 3.466
H 7.057 -3.639 2.451
H 3.611 -4.249 3.520
H 1.658 -2.926 2.642
H 4.166 -0.606 0.216
H 6.206 -1.868 1.025
```

Atomic partial charges in e from the Löwdin method, atoms 1 to 4: atom 1 (Pb): 1.18, atom 2 (Cl): 0.02, atom 3 (C): -0.01, atom 4 (O): 0.12



No. 2
The following is a DFT calculation (ωB97M-V/def2-TZVPD) of 5 unconnected molecules or ions with the total composition C5H20N10O5.

## Properties
HOMO-LUMO gap = 10.012 eV
HOMO energy = -0.3561 Ha
SMILES string = NC(N)=O.NC(N)=O.NC(N)=O.NC(N)=O.NC(N)=O
LUMO = 0.3 eV
charge = 0
ΔE to the lowest compared entry with this formula, charge and spin = 4.428 eV

Structure (XYZ):
```
40
C5H20N10O5 | the Open Molecules 2025 dataset | ωB97M-V/def2-TZVPD
N -0.670 2.365 -1.587
C 0.071 1.594 -0.825
N 1.346 2.040 -0.744
O -0.252 0.631 -0.221
H -1.608 2.018 -1.728
H -0.485 3.357 -1.547
H 1.642 2.631 -1.508
H 1.898 1.476 -0.114
N -7.777 -1.491 -0.929
C -6.491 -1.326 -1.126
N -5.773 -2.234 -0.544
O -6.013 -0.266 -1.571
H -8.468 -0.839 -1.274
H -8.038 -2.348 -0.464
H -4.876 -2.020 -0.133
H -6.191 -3.132 -0.344
N 2.515 -0.789 -8.302
C 1.612 -0.978 -7.412
N 1.118 0.210 -7.120
O 1.483 -2.071 -6.826
H 2.613 0.146 -8.670
H 3.065 -1.588 -8.584
H 0.433 0.346 -6.391
H 1.246 0.939 -7.807
N 0.387 -4.644 3.799
C 1.462 -5.037 3.093
N 1.867 -3.928 2.394
O 1.935 -6.184 3.112
H 0.024 -5.409 4.350
H -0.192 -3.872 3.502
H 2.669 -4.026 1.787
H 1.190 -3.180 2.345
N 3.745 4.611 5.433
C 3.987 4.836 6.629
N 2.908 4.722 7.282
O 5.133 4.994 7.076
H 4.647 4.503 4.991
H 2.875 4.382 4.975
H 2.890 4.797 8.289
H 2.073 4.764 6.716
```

Atomic partial charges in e from the Löwdin method, atoms 1 to 4: atom 1 (N): 0.16, atom 2 (C): -0.80, atom 3 (N): 0.14, atom 4 (O): 0.07



No. 3
The following is a DFT calculation (ωB97M-V/def2-TZVPD) of a molecular structure, C47H38BrClFeN4O8S6Te.

## Properties
spin multiplicity = 5
HOMO-LUMO gap (spin up / spin down) = 6.366 / 6.486 eV
HOMO energy (spin up / spin down) = -0.0991 / -0.1035 Ha
LUMO (spin up / spin down) = 3.7 / 3.7 eV
charge = -2
ΔE to the lowest compared entry with this formula, charge and spin = 0.000 eV

Structure (XYZ):
```
107
C47H38BrClFeN4O8S6Te | the Open Molecules 2025 dataset | ωB97M-V/def2-TZVPD
Fe -0.325 -0.544 0.687
C 3.459 -0.767 0.764
O 2.513 0.182 0.315
C 2.868 1.106 -0.586
C 4.167 1.470 -0.866
C 4.371 2.506 -1.776
Br 6.163 3.020 -2.183
C 3.330 3.182 -2.347
C 2.001 2.799 -2.063
C 1.781 1.710 -1.234
O 0.560 1.206 -0.900
C 0.949 3.712 -2.608
N 1.255 4.903 -3.089
C 0.039 5.465 -3.439
C -0.253 6.721 -3.980
C -1.578 7.030 -4.233
C -2.609 6.108 -3.962
C -2.337 4.866 -3.417
C -0.997 4.576 -3.155
N -0.388 3.473 -2.612
H 3.973 -1.220 -0.089
H 2.888 -1.521 1.300
H 4.183 -0.311 1.443
H 5.002 0.961 -0.408
H 3.489 4.025 -3.002
H -0.036 1.054 -1.683
H 0.544 7.425 -4.186
H -1.834 8.000 -4.645
H -3.635 6.380 -4.182
H -3.120 4.147 -3.206
H -0.890 2.588 -2.434
Cl 2.180 -7.674 -3.377
C 1.933 -6.015 -2.836
C 2.216 -5.684 -1.524
C 2.007 -4.373 -1.104
C 1.542 -3.407 -1.985
C 1.275 -3.763 -3.303
C 1.458 -5.071 -3.734
C 1.336 -1.974 -1.546
O 1.693 -1.090 -2.322
O 0.800 -1.857 -0.387
H 2.583 -6.440 -0.841
H 2.201 -4.100 -0.073
H 0.900 -3.007 -3.985
H 1.232 -5.358 -4.753
Te 0.327 0.180 3.131
C 1.307 -0.474 4.851
C 2.444 0.059 5.395
C 2.750 -0.471 6.691
C 1.837 -1.398 7.103
S 0.620 -1.619 5.921
H 3.042 0.807 4.883
H 3.604 -0.162 7.284
H 1.813 -1.949 8.035
O 2.701 4.512 3.651
C 1.342 4.822 3.914
N 0.478 3.988 3.110
C -0.778 4.390 2.774
O -1.234 5.500 3.009
C -1.585 3.331 2.086
C -2.935 3.209 2.340
C -3.623 2.137 1.807
C -2.924 1.212 1.052
N -1.627 1.340 0.766
C -0.980 2.396 1.261
H 2.815 4.509 2.694
H 1.101 5.856 3.695
H 1.198 4.642 4.978
H 0.647 2.987 3.152
H -3.425 3.942 2.970
H -4.681 1.997 1.988
H -3.405 0.327 0.653
H 0.060 2.498 0.982
C 1.073 0.949 -5.166
O 0.049 1.119 -4.175
C -1.015 0.305 -4.100
S -1.367 -0.838 -5.266
S -1.935 0.654 -2.675
H 1.469 1.947 -5.347
H 0.668 0.523 -6.078
H 1.843 0.303 -4.750
O -1.855 -1.572 1.205
C -2.121 -2.928 1.235
C -1.143 -3.646 2.172
C 0.155 -3.943 1.895
C 0.861 -4.467 3.018
C 0.074 -4.558 4.127
S -1.508 -4.000 3.812
C -2.054 -3.588 -0.152
C -2.186 -2.974 -1.357
C -2.178 -3.896 -2.454
C -2.041 -5.189 -2.049
S -1.903 -5.292 -0.346
C -3.571 -3.079 1.754
C -4.319 -4.172 2.085
C -5.644 -3.832 2.509
C -5.863 -2.486 2.489
S -4.473 -1.638 1.975
H 0.579 -3.768 0.913
H 1.905 -4.760 2.999
H 0.345 -4.907 5.115
H -2.287 -1.901 -1.471
H -2.261 -3.585 -3.488
H -1.979 -6.084 -2.654
H -3.939 -5.184 2.023
H -6.390 -4.560 2.809
H -6.767 -1.957 2.759
```

Atomic partial charges in e from the Löwdin method, atoms 1 to 4: atom 1 (Fe): 0.57, atom 2 (C): -0.07, atom 3 (O): -0.14, atom 4 (C): -0.23



No. 4
The following is a DFT calculation (ωB97M-V/def2-TZVPD) of a molecular structure, C13H18AuNO6S.

## Properties
spin multiplicity = 3
HOMO-LUMO gap (spin up / spin down) = 8.607 / 5.097 eV
HOMO energy (spin up / spin down) = -0.6009 / -0.6051 Ha
LUMO (spin up / spin down) = -7.7 / -11.4 eV
charge = +2
ΔE to the lowest compared entry with this formula, charge and spin = 0.000 eV

Structure (XYZ):
```
40
C13H18AuNO6S | the Open Molecules 2025 dataset | ωB97M-V/def2-TZVPD
Au -0.251 -0.344 -0.713
C 0.417 3.134 -1.738
O -0.481 2.182 -1.157
C -1.819 2.646 -1.122
C -2.638 1.624 -0.369
O -2.394 0.272 -0.824
C -2.931 -0.111 -2.107
C -1.900 0.037 -3.198
O -0.722 -0.678 -2.774
C 0.338 -0.676 -3.762
H 0.420 4.056 -1.155
H 1.410 2.694 -1.723
H 0.124 3.358 -2.767
H -1.893 3.599 -0.588
H -2.193 2.808 -2.140
H -2.365 1.609 0.684
H -3.705 1.835 -0.454
H -3.226 -1.154 -2.000
H -3.816 0.487 -2.330
H -2.266 -0.419 -4.120
H -1.628 1.075 -3.392
H -0.039 -1.146 -4.669
H 0.655 0.348 -3.963
H 1.155 -1.262 -3.352
O 1.693 -1.442 -0.130
C 1.384 -1.265 1.064
N 0.262 -0.571 1.322
S -0.134 -0.407 2.949
O -0.018 0.959 3.309
O -1.288 -1.185 3.217
C 1.327 -1.302 3.440
C 1.741 -1.595 4.708
C 2.928 -2.326 4.813
C 3.673 -2.746 3.663
C 3.246 -2.444 2.390
C 2.066 -1.717 2.282
H 1.191 -1.287 5.587
H 3.301 -2.588 5.796
H 4.585 -3.308 3.815
H 3.792 -2.750 1.508
```

Atomic partial charges in e from the Löwdin method, atoms 1 to 4: atom 1 (Au): 1.29, atom 2 (C): -0.05, atom 3 (O): -0.28, atom 4 (C): -0.19



No. 5
The following is a DFT calculation (ωB97M-V/def2-TZVPD) of a gas-phase ion, C8H17N2O2S (charge +1).

## Properties
HOMO-LUMO gap = 10.645 eV
HOMO energy = -0.5062 Ha
SMILES string = N[C@@H]1CC[C@H](S)[N@H+]1CCCC(=O)O
LUMO = -3.1 eV
charge = +1
ΔE to the lowest compared entry with this formula, charge and spin = 0.000 eV

Structure (XYZ):
```
30
C8H17N2O2S | the Open Molecules 2025 dataset | ωB97M-V/def2-TZVPD
N -1.475 -0.789 1.733
C -1.025 -1.429 0.507
C 0.034 -2.534 0.736
C 1.211 -2.168 -0.217
C 0.454 -1.419 -1.314
S 1.444 -0.732 -2.637
N -0.338 -0.490 -0.424
C -1.145 0.618 -1.035
C -0.452 1.973 -1.037
C -0.396 2.679 0.330
C 0.888 2.480 1.096
O 1.797 3.290 1.053
O 0.993 1.334 1.889
H -1.234 0.194 1.722
H -0.945 -1.147 2.513
H -1.877 -1.910 0.046
H -0.284 -3.512 0.415
H 0.433 -2.559 1.738
H 1.917 -1.477 0.228
H 1.727 -2.995 -0.675
H -0.278 -2.100 -1.728
H 2.083 0.260 -2.000
H 0.385 -0.028 0.128
H -1.351 0.345 -2.061
H -2.090 0.667 -0.516
H 0.554 1.860 -1.419
H -1.031 2.601 -1.695
H -1.276 2.439 0.918
H -0.439 3.742 0.159
H 1.716 0.806 1.545
```

Atomic partial charges in e from the Löwdin method, atoms 1 to 4: atom 1 (N): 0.11, atom 2 (C): -0.31, atom 3 (C): -0.07, atom 4 (C): -0.15



Repeat the fifth record exactly.
The following is a DFT calculation (ωB97M-V/def2-TZVPD) of a gas-phase ion, C8H17N2O2S (charge +1).

## Properties
HOMO-LUMO gap = 10.645 eV
HOMO energy = -0.5062 Ha
SMILES string = N[C@@H]1CC[C@H](S)[N@H+]1CCCC(=O)O
LUMO = -3.1 eV
charge = +1
ΔE to the lowest compared entry with this formula, charge and spin = 0.000 eV

Structure (XYZ):
```
30
C8H17N2O2S | the Open Molecules 2025 dataset | ωB97M-V/def2-TZVPD
N -1.475 -0.789 1.733
C -1.025 -1.429 0.507
C 0.034 -2.534 0.736
C 1.211 -2.168 -0.217
C 0.454 -1.419 -1.314
S 1.444 -0.732 -2.637
N -0.338 -0.490 -0.424
C -1.145 0.618 -1.035
C -0.452 1.973 -1.037
C -0.396 2.679 0.330
C 0.888 2.480 1.096
O 1.797 3.290 1.053
O 0.993 1.334 1.889
H -1.234 0.194 1.722
H -0.945 -1.147 2.513
H -1.877 -1.910 0.046
H -0.284 -3.512 0.415
H 0.433 -2.559 1.738
H 1.917 -1.477 0.228
H 1.727 -2.995 -0.675
H -0.278 -2.100 -1.728
H 2.083 0.260 -2.000
H 0.385 -0.028 0.128
H -1.351 0.345 -2.061
H -2.090 0.667 -0.516
H 0.554 1.860 -1.419
H -1.031 2.601 -1.695
H -1.276 2.439 0.918
H -0.439 3.742 0.159
H 1.716 0.806 1.545
```

Atomic partial charges in e from the Löwdin method, atoms 1 to 4: atom 1 (N): 0.11, atom 2 (C): -0.31, atom 3 (C): -0.07, atom 4 (C): -0.15